29
Properties=species:S:1:pos:R:3:mulliken_charge:R:1 method="wB97M-V/def2-TZVPD" relative_energy_kj_mol=0.00 e_homo_ev=-9.182 multiplicity=1 smiles="CCC(=O)Nc1ccc2c(c1)C(=O)N(C)C2=O" homo_lumo_gap_ev=8.65
C 4.957 0.593 -0.179 -0.948
H -4.905 -0.845 -0.361 0.293
H -3.450 -0.080 -2.242 0.322
C 2.984 -0.855 0.304 0.378
H 5.459 -0.355 0.006 0.364
H -2.053 -0.859 -1.493 0.261
H -2.284 1.996 0.890 0.202
C -3.136 -0.890 -1.587 -0.970
H -3.514 -1.567 0.438 0.290
O 2.862 2.571 -0.224 -0.606
H -1.610 -1.583 1.060 0.379
H 5.328 1.356 0.506 0.312
H -0.120 2.350 0.176 0.479
C 0.486 -1.457 0.732 -0.809
H -3.413 -1.832 -2.052 0.343
H 5.142 0.918 -1.203 0.300
C -1.039 0.430 0.585 0.814
N 3.545 0.390 0.032 0.123
C -3.825 -0.764 -0.229 -0.505
N -2.299 1.006 0.663 -0.160
C 0.040 1.293 0.324 -0.443
C -0.795 -0.928 0.805 -0.043
C 1.534 -0.606 0.446 -0.188
H 0.660 -2.507 0.906 0.509
C 2.612 1.412 -0.013 0.169
C -3.585 0.585 0.410 0.504
O -4.489 1.352 0.654 -0.626
O 3.606 -1.883 0.393 -0.630
C 1.303 0.759 0.253 -0.114